C5H8O | wB97M-V/def2-TZVPD

The geometry in XYZ format:
```
14
Properties=species:S:1:pos:R:3:forces:R:3:nbo_charge:R:1
C 1.356869 0.581606 -0.806611 0.2 0.2 -0.1 -0.368
C 0.653538 0.638305 0.537500 0.0 0.1 0.2 -0.295
C -0.708430 1.243994 0.797342 0.1 0.2 0.1 -0.086
O -1.670693 0.267837 0.268430 -0.1 -0.1 0.1 -0.483
C -0.969574 -0.498975 -0.591784 0.2 0.0 -0.1 0.222
C 0.366861 -0.457369 -0.447300 -0.4 0.0 -0.1 -0.218
H 1.058433 1.275753 -1.589376 0.1 -0.1 0.1 0.216
H 2.421493 0.355636 -0.793012 -0.2 0.0 0.0 0.221
H 1.263019 0.381922 1.403991 -0.1 0.0 -0.2 0.217
H -0.907045 2.198495 0.295496 0.0 -0.1 0.0 0.186
H -0.916876 1.346019 1.863232 0.1 0.0 -0.1 0.203
H -1.582290 -1.087194 -1.268148 0.1 0.1 0.0 0.202
H -0.364587 -3.441180 0.233244 0.0 -0.1 0.0 -0.031
H -0.000718 -2.804846 0.096998 -0.1 -0.2 0.0 0.013
```
Forces are in eV/Å.

- SMILES string: C1=C2C[C@H]2CO1.[H][H]
- Energy: -7357.77171 eV
- Gap between HOMO and LUMO: 0.327 hartree

=====

C7H27O6 | wB97M-V/def2-TZVPD

The geometry in XYZ format:
```
40
Properties=species:S:1:pos:R:3:forces:R:3:nbo_charge:R:1
O -0.436161 0.543617 -0.484516 -3.9 -0.9 -7.0 -0.753
H -0.022029 0.173929 -1.338780 -0.7 -0.1 0.4 0.570
H 0.115602 0.418382 0.177418 4.8 -0.9 6.3 0.544
H -0.497679 1.463625 -0.744982 -0.7 2.1 0.2 0.550
C -0.277703 -3.255873 -1.832180 2.8 -4.3 -0.2 -0.304
O -0.768155 -2.266591 -1.025918 -1.3 0.2 0.6 -0.730
H -0.826481 -3.403596 -2.813033 0.9 0.1 1.1 0.192
H -0.174309 -4.244150 -1.176094 -1.5 1.1 -1.5 0.171
H 0.826781 -3.301654 -1.856803 -0.2 1.3 -1.2 0.187
H -1.494515 -2.847525 -0.756150 -0.7 1.6 1.1 0.489
C 1.061293 -0.324648 -3.790724 0.1 -2.7 3.6 -0.258
O 0.082684 0.449483 -3.115531 -2.8 3.1 -2.5 -0.789
H 0.757502 -1.363465 -3.497657 0.4 0.4 -0.9 0.176
H 1.965292 -0.208768 -3.165321 0.1 0.4 -1.0 0.182
H 1.183066 -0.305707 -4.832961 0.0 0.8 -1.3 0.208
H -0.545118 1.003024 -3.783234 2.3 -2.1 2.4 0.513
C 2.576601 -0.805073 0.368744 -3.2 1.2 7.0 -0.259
O 2.229929 0.547196 0.085512 -1.7 -1.7 -1.1 -0.759
H 3.177982 -1.350835 -0.170385 4.5 -1.5 -3.5 0.177
H 1.744776 -1.610647 0.309485 0.1 2.2 0.6 0.196
H 2.985212 -0.724128 1.538086 -1.0 -1.0 -3.0 0.162
H 3.001588 1.064902 -0.004951 1.4 0.7 -0.1 0.489
C 0.114481 3.470081 0.363103 0.3 2.9 2.6 -0.310
O -0.973809 3.136045 -0.519714 0.8 -0.7 -0.1 -0.774
H 1.206888 3.253703 0.079929 -1.9 -0.7 0.0 0.198
H -0.124023 3.164688 1.535653 0.7 0.5 -3.4 0.212
H 0.122930 4.616142 0.322729 0.2 -1.5 0.7 0.196
H -1.268199 3.943993 -0.973185 0.2 -0.6 0.2 0.511
C -2.160079 1.076503 2.616972 4.3 0.8 -2.3 -0.621
C -1.068134 0.048756 2.858710 -1.9 -2.5 -6.2 0.124
C -1.416639 -1.408828 2.364279 7.6 1.2 6.6 -0.591
O 0.155350 0.337399 2.228386 2.2 1.6 -2.2 -0.767
H -2.256304 1.021261 1.525792 -0.8 0.3 0.1 0.202
H -1.699023 2.086753 2.803869 -1.0 -0.9 0.3 0.217
H -3.017164 0.836768 3.115596 -2.3 -0.3 1.3 0.230
H -0.653556 0.045444 3.699574 1.0 -0.5 8.4 0.153
H -2.053657 -1.686855 3.035906 -4.4 -2.1 3.8 0.204
H -0.609730 -2.235329 2.472032 -0.8 1.9 -0.4 0.200
H -1.816016 -1.393453 1.538886 -3.9 0.1 -8.9 0.179
H 0.850529 0.035432 2.841459 -0.3 0.3 -0.8 0.484
```
Forces are in eV/Å.

- Net charge: +1
- Energy: -19967.86892 eV
- Gap between HOMO and LUMO: 0.386 hartree

=====

C40H62N10 | wB97M-V/def2-TZVPD

The geometry in XYZ format:
```
112
Properties=species:S:1:pos:R:3:forces:R:3:mulliken_charge:R:1
C 0.062352 0.080691 -0.764866 0.5 1.1 0.7 -0.491
C -0.397892 0.613335 0.598830 0.7 -0.6 0.6 -0.069
C -1.911799 0.668295 0.747133 -0.3 0.0 0.3 0.200
C -2.314639 1.049832 2.102976 0.0 -0.1 -0.8 -0.288
N -2.692425 1.361192 3.134924 0.1 0.2 0.8 -0.210
H 1.056849 0.510323 -0.917007 0.0 -0.2 -0.3 0.064
H -0.600665 0.479613 -1.532486 0.1 -0.4 -0.3 0.066
H 0.198069 -0.992949 -0.778164 -0.5 -0.2 -0.2 0.312
H 0.133917 1.533400 0.856485 -0.6 0.4 -0.4 -0.230
H -0.009903 -0.022598 1.408411 -0.2 -0.3 -0.2 0.362
H -2.343622 -0.317313 0.556135 0.1 -0.1 0.0 0.291
H -2.430542 1.337681 0.054767 0.3 0.1 0.0 0.027
C 2.519313 -3.438687 -0.896429 -0.5 0.1 -0.1 -1.120
C 3.320195 -3.694528 -2.166567 -0.3 -0.7 0.1 1.122
C 4.019042 -5.069459 -2.193206 1.6 0.2 -1.4 -0.835
C 3.421647 -6.150054 -2.978192 -0.6 -0.7 0.3 0.247
N 3.042639 -7.071740 -3.558634 0.1 0.6 0.1 -0.485
H 2.328494 -2.369599 -0.779338 0.2 0.0 0.2 0.183
H 3.045018 -3.828101 -0.024333 0.1 0.2 0.1 0.410
H 1.529776 -3.905811 -0.903899 0.1 -0.2 -0.2 0.221
H 4.067424 -2.916981 -2.325353 0.1 -0.1 0.3 -0.019
H 2.695345 -3.669080 -3.064906 -0.3 0.1 0.4 -0.504
H 4.446662 -5.481819 -1.280575 -0.6 0.2 0.4 0.482
H 4.941053 -4.901801 -2.778672 -0.1 0.0 0.1 0.348
C 2.982248 2.146582 -2.550671 0.2 -0.5 -0.5 -0.583
C 4.218786 2.333514 -1.696431 0.2 -0.4 -0.3 -0.274
C 5.482591 1.770792 -2.371585 -0.1 -0.3 0.0 -0.725
C 5.424876 0.317684 -2.621466 -0.1 3.1 0.6 0.261
N 5.362515 -0.763595 -2.931427 -0.2 -2.9 -0.6 -0.404
H 2.987505 1.130927 -2.955895 -0.3 -0.1 0.2 -0.187
H 3.005816 2.780718 -3.439535 -0.1 0.2 0.2 0.450
H 2.070057 2.305528 -1.982074 -0.1 0.1 -0.1 0.252
H 4.102545 1.787078 -0.760029 -0.1 0.3 0.2 0.248
H 4.357394 3.398271 -1.516611 0.2 0.0 0.3 0.307
H 6.357722 1.946000 -1.746364 0.1 0.2 -0.2 0.352
H 5.621647 2.203570 -3.364895 0.2 0.2 0.1 0.296
C 2.001964 3.713613 1.766317 -2.1 0.8 -0.4 -1.092
C 2.590861 4.661692 2.782938 0.9 0.0 0.2 -0.205
C 4.127556 4.668691 2.663293 0.0 -0.3 0.4 -0.328
C 4.802734 5.334481 3.777923 0.5 0.7 1.4 0.050
N 5.305549 5.817714 4.706080 -0.7 -0.6 -1.3 -0.428
H 2.028790 2.653638 2.005874 0.8 -0.1 -0.1 0.355
H 2.264916 4.001284 0.745166 0.6 -0.5 0.0 0.291
H 0.914597 3.901781 1.726281 0.1 0.0 0.2 0.370
H 2.335973 4.361882 3.799311 -0.1 0.0 0.0 0.033
H 2.232949 5.683056 2.649127 -0.1 -0.1 -0.1 0.341
H 4.459925 5.125848 1.731573 0.0 -0.1 -0.1 0.299
H 4.464862 3.628231 2.696299 0.1 0.1 -0.2 0.307
C -7.493859 4.389015 3.225619 0.8 0.6 -0.2 -1.160
C -6.603587 3.542411 4.155029 -0.4 0.2 -0.1 -0.374
C -5.245843 3.157479 3.527351 -0.5 1.6 -0.2 -0.362
C -5.433223 2.300735 2.364221 0.6 1.0 2.3 0.189
N -5.654243 1.677326 1.448472 -0.4 -1.4 -2.1 -0.500
H -8.534752 4.415087 3.537022 0.0 -0.2 0.0 0.340
H -7.411163 4.099403 2.174483 -0.3 -0.4 0.1 0.335
H -7.138839 5.429010 3.225481 -0.1 -0.1 0.1 0.298
H -7.164748 2.655261 4.460381 0.3 0.0 0.1 0.239
H -6.398150 4.147144 5.042207 0.0 -0.3 0.1 0.347
H -4.507337 2.864971 4.264853 -0.1 -0.8 -0.2 0.358
H -4.822814 4.094768 3.128199 0.0 -0.2 0.0 0.286
C 1.581154 -1.070668 -4.307791 -0.9 0.4 0.9 -0.717
C 1.685379 -2.135618 -5.376095 -0.4 0.1 0.1 -0.436
C 3.134477 -2.600225 -5.548316 -1.0 -1.3 -1.5 0.159
C 3.979153 -1.715069 -6.326999 0.3 0.4 0.7 -0.082
N 4.650688 -1.015096 -6.937938 0.0 0.1 -0.2 -0.502
H 2.153153 -1.259383 -3.394000 0.6 -0.1 -0.4 0.067
H 0.588658 -0.942997 -3.852680 -0.2 -0.1 -0.7 0.212
H 1.846149 -0.105463 -4.739952 0.3 0.1 0.2 0.490
H 1.233661 -1.748350 -6.293750 0.5 0.1 -0.2 0.533
H 1.064584 -3.021611 -5.218290 0.2 0.0 0.6 -0.020
H 3.047381 -3.491023 -6.189308 0.3 -0.1 0.2 0.398
H 3.543194 -2.957671 -4.609719 0.4 0.5 -0.1 -0.121
N 1.118238 -0.039213 5.474949 -0.1 -0.6 -0.1 0.044
C 0.507654 1.160634 5.296028 -0.4 0.0 0.4 -0.743
C 1.393569 2.120175 5.704980 0.3 0.4 -0.8 -0.359
C 2.584030 1.462507 6.099198 0.6 0.5 -0.8 -0.565
C 2.396976 0.124010 5.916260 -0.2 -0.2 0.5 -0.460
H 0.681197 -0.923771 5.304670 -0.1 -0.1 0.1 0.207
H -0.525946 1.189722 4.993728 0.0 0.2 -0.2 0.542
H 1.347086 3.172426 5.472091 -0.4 0.1 0.5 0.498
H 3.527645 1.973320 6.212444 0.0 -0.2 0.5 0.407
H 3.001930 -0.726857 6.167584 0.2 0.0 -0.1 0.398
N -1.698832 1.364499 -5.180898 0.1 0.2 0.2 0.052
C -1.321124 2.205819 -4.146572 0.1 -1.1 -0.9 -0.647
C -2.316638 2.122791 -3.222206 -0.2 0.5 1.0 -0.180
C -3.367431 1.308354 -3.716479 0.9 -0.4 -0.1 -0.608
C -2.905476 0.804624 -4.911135 -0.9 0.3 0.0 -0.595
H -1.176572 1.163246 -6.010344 0.2 0.1 -0.1 0.212
H -0.339457 2.641377 -4.178742 0.0 0.2 0.2 0.443
H -2.280462 2.527716 -2.219768 -0.1 0.3 -0.2 0.483
H -4.266172 1.067290 -3.181157 -0.2 -0.1 -0.1 0.451
H -3.402367 0.172450 -5.628500 0.1 -0.1 0.0 0.417
N -1.734524 -6.072249 -2.061666 0.2 0.6 -0.4 0.060
C -0.800332 -6.536340 -2.944823 0.3 -1.0 0.2 -0.863
C -0.201502 -5.486046 -3.573752 -1.1 0.9 -0.2 -0.325
C -0.898249 -4.324545 -3.113684 0.5 0.3 0.1 -0.033
C -1.801417 -4.705080 -2.163803 0.0 -0.2 0.1 -0.869
H -2.333765 -6.628252 -1.488420 0.0 -0.2 0.1 0.182
H -0.631710 -7.597334 -3.028199 0.1 0.0 0.0 0.404
H 0.498044 -5.450909 -4.388236 0.2 -0.5 0.1 0.560
H -0.711808 -3.313591 -3.433718 0.0 0.1 0.0 0.447
H -2.446154 -4.139591 -1.515948 -0.1 0.1 -0.1 0.421
N -5.936563 -2.545080 5.657740 -0.1 -0.2 -0.3 0.012
C -4.714778 -3.052961 5.302441 0.3 0.6 0.1 -0.601
C -4.052702 -2.075143 4.594565 -0.2 -0.2 0.3 -0.574
C -4.940776 -0.971352 4.465454 -0.1 -0.3 -0.3 0.217
C -6.105284 -1.295011 5.116649 0.5 0.0 -0.3 -0.710
H -6.627484 -3.080499 6.145324 -0.2 0.1 0.1 0.185
H -4.410664 -4.042595 5.593475 0.0 0.0 0.1 0.370
H -3.028747 -2.112175 4.261066 -0.1 -0.1 -0.2 0.429
H -4.778760 -0.135377 3.805082 0.0 0.2 0.3 0.275
H -7.030486 -0.749289 5.135609 -0.1 -0.1 0.3 0.371
```
Forces are in eV/Å.

- SMILES string: c1cc[nH]c1.c1cc[nH]c1.c1cc[nH]c1.c1cc[nH]c1.CCCC#N.CCCC#N.CCCC#N.CCCC#N.CCCC#N.CCCC#N
- Energy: -57383.12778 eV
- Gap between HOMO and LUMO: 0.310 hartree